Computed, not measured: an isolated molecule of C19H15ClF2N2O3 in a non-equilibrium geometry, with wB97M-V/def2-TZVPD.

Bonds (Å) are listed after each position.
CARTESIAN COORDINATES (ANGSTROEM)
1 O 0.549 -2.077 1.030  C2 1.215
2 C 0.305 -0.914 1.280  O1 1.215, N3 1.350, C22 1.486
3 N 0.257 -0.387 2.522  C2 1.350, H4 1.010, C5 1.440
4 H -0.041 0.574 2.601  N3 1.010
5 C 0.214 -1.221 3.696  N3 1.440, H6 1.093, H7 1.093, C8 1.542
6 H 0.746 -0.724 4.511  C5 1.093
7 H 0.723 -2.154 3.439  C5 1.093
8 C -1.238 -1.524 4.115  C5 1.542, C9 1.501, H20 1.090, H21 1.091
9 C -1.948 -2.207 2.984  C8 1.501, C10 1.390, C14 1.391
10 C -1.817 -3.580 2.808  C9 1.390, C11 1.381, H19 1.080
11 C -2.379 -4.227 1.725  C10 1.381, C12 1.384, H18 1.079
12 C -3.090 -3.504 0.782  C11 1.384, C13 1.382, H17 1.079
13 C -3.243 -2.139 0.936  C12 1.382, C14 1.385, H16 1.079
14 C -2.674 -1.504 2.028  C9 1.391, C13 1.385, Cl15 1.738
15 Cl -2.901 0.213 2.171  C14 1.738
16 H -3.795 -1.561 0.210  C13 1.079
17 H -3.524 -3.997 -0.073  C12 1.079
18 H -2.255 -5.292 1.609  C11 1.079
19 H -1.252 -4.143 3.536  C10 1.080
20 H -1.219 -2.171 4.992  C8 1.090
21 H -1.742 -0.592 4.376  C8 1.091
22 C 0.046 0.090 0.217  C2 1.486, N23 1.312, C26 1.417
23 N -0.124 1.366 0.472  C22 1.312, O24 1.344
24 O -0.373 1.983 -0.696  N23 1.344, C25 1.345
25 C -0.357 1.079 -1.691  O24 1.345, C26 1.366, C28 1.495
26 C -0.091 -0.156 -1.172  C22 1.417, C25 1.366, H27 1.068
27 H 0.005 -1.094 -1.673  C26 1.068
28 C -0.609 1.555 -3.086  C25 1.495, O29 1.415, H41 1.095, H42 1.096
29 O 0.095 2.745 -3.388  C28 1.415, C30 1.361
30 C 1.444 2.796 -3.214  O29 1.361, C31 1.395, C35 1.397
31 C 2.333 1.720 -3.202  C30 1.395, C32 1.383, F40 1.354
32 C 3.693 1.898 -3.026  C31 1.383, C33 1.380, H39 1.078
33 C 4.181 3.181 -2.878  C32 1.380, C34 1.384, F38 1.346
34 C 3.339 4.279 -2.905  C33 1.384, C35 1.379, H37 1.078
35 C 1.985 4.075 -3.067  C30 1.397, C34 1.379, H36 1.078
36 H 1.300 4.907 -3.083  C35 1.078
37 H 3.744 5.271 -2.792  C34 1.078
38 F 5.504 3.361 -2.710  C33 1.346
39 H 4.350 1.043 -3.016  C32 1.078
40 F 1.902 0.448 -3.379  C31 1.354
41 H -0.380 0.747 -3.790  C28 1.095
42 H -1.661 1.837 -3.198  C28 1.096

## Properties
SMILES: O=C(NCCc1ccccc1Cl)c1cc(COc2ccc(F)cc2F)on1
Energy, eV: -47025.5133
Maximum force, eV Å⁻¹: 1.1
Multiplicity: 1
LUMO, eV: 0.707

Results of the natural (NBO) charge analysis, in e, for atoms 1 through 5: number 1, O, carries -0.607; number 2, C, carries 0.652; number 3, N, carries -0.606; number 4, H, carries 0.418; number 5, C, carries -0.214

---

Computed, not measured: a cluster of 4 separate species, C31H58BF2O12S3Si in total in a non-equilibrium geometry, with wB97M-V/def2-TZVPD.

Bonds (Å) are listed after each position.
CARTESIAN COORDINATES (ANGSTROEM)
1 C 1.206 -0.934 3.864  C2 1.233, H30 1.119
2 C 1.995 -1.295 2.989  C1 1.233, B3 1.671
3 B 2.789 -1.258 1.519  C2 1.671, C4 1.656, O7 1.461, O29 1.472
4 C 3.400 -2.781 1.295  B3 1.656, C5 1.591, H31 1.132, H32 1.143
5 C 4.130 -3.226 2.637  C4 1.591, F6 1.449, H33 1.126, H34 1.132
6 F 5.162 -4.191 2.315  C5 1.449
7 O 3.770 -0.186 1.372  B3 1.461, C8 1.440
8 C 3.357 0.931 0.562  O7 1.440, F9 1.434, C10 1.599, C16 1.612
9 F 4.519 1.099 -0.263  C8 1.434
10 C 3.079 2.034 1.686  C8 1.599, C11 1.586, H35 1.127, H36 1.139
11 C 4.450 2.485 2.343  C10 1.586, C12 1.595, H37 1.124, H38 1.139
12 C 4.631 4.061 2.514  C11 1.595, C13 1.592, H39 1.142, H40 1.134
13 C 4.165 4.939 1.271  C12 1.592, O14 1.457, H41 1.128, H42 1.139
14 O 3.244 5.951 1.772  C13 1.457, C15 1.433
15 C 1.877 5.549 1.618  O14 1.433, H43 1.130, H44 1.132, H45 1.141
16 C 2.088 0.295 -0.202  C8 1.612, C17 1.585, C24 1.611, O29 1.438
17 C 0.786 1.175 -0.416  C16 1.585, C18 1.605, H46 1.138, H47 1.141
18 C -0.142 1.265 0.891  C17 1.605, O19 1.443, H48 1.130, H49 1.143
19 O -1.509 1.263 0.428  C18 1.443, Si20 1.715
20 Si -2.568 2.112 1.476  O19 1.715, C21 1.933, C22 1.922, C23 1.907
21 C -4.250 2.277 0.538  Si20 1.933, H50 1.134, H51 1.132, H52 1.127
22 C -2.000 3.906 1.863  Si20 1.922, H53 1.132, H54 1.127, H55 1.140
23 C -2.901 1.213 3.125  Si20 1.907, H56 1.131, H57 1.140, H58 1.128
24 C 2.481 -0.183 -1.689  C16 1.611, C25 1.602, H59 1.134, H60 1.137
25 C 2.691 1.033 -2.710  C24 1.602, C26 1.598, H61 1.137, H62 1.127
26 C 4.107 0.951 -3.447  C25 1.598, O27 1.218, O28 1.423
27 O 4.620 2.015 -3.741  C26 1.218
28 O 4.719 -0.297 -3.753  C26 1.423, H63 0.986
29 O 1.851 -0.980 0.419  B3 1.472, C16 1.438
30 H 0.428 -0.673 4.626  C1 1.119
31 H 4.096 -2.850 0.405  C4 1.132
32 H 2.488 -3.437 1.082  C4 1.143
33 H 3.413 -3.695 3.367  C5 1.126
34 H 4.579 -2.315 3.136  C5 1.132
35 H 2.421 2.877 1.329  C10 1.127
36 H 2.476 1.481 2.477  C10 1.139
37 H 5.373 2.087 1.839  C11 1.124
38 H 4.458 2.048 3.396  C11 1.139
39 H 5.753 4.241 2.627  C12 1.142
40 H 4.183 4.389 3.503  C12 1.134
41 H 3.746 4.346 0.408  C13 1.128
42 H 5.072 5.506 0.880  C13 1.139
43 H 1.419 5.070 2.534  C15 1.130
44 H 1.689 4.850 0.748  C15 1.132
45 H 1.271 6.493 1.410  C15 1.141
46 H 0.173 0.721 -1.260  C17 1.138
47 H 1.076 2.233 -0.727  C17 1.141
48 H 0.117 0.401 1.571  C18 1.130
49 H 0.149 2.230 1.430  C18 1.143
50 H -4.588 3.359 0.579  C21 1.134
51 H -5.030 1.642 1.058  C21 1.132
52 H -4.182 1.963 -0.542  C21 1.127
53 H -2.811 4.364 2.507  C22 1.132
54 H -1.814 4.531 0.944  C22 1.127
55 H -1.045 3.805 2.476  C22 1.140
56 H -2.921 0.088 3.006  C23 1.131
57 H -3.954 1.509 3.447  C23 1.140
58 H -2.221 1.514 3.974  C23 1.128
59 H 1.669 -0.868 -2.084  C24 1.134
60 H 3.424 -0.812 -1.595  C24 1.137
61 H 2.731 2.015 -2.138  C25 1.137
62 H 1.839 1.137 -3.440  C25 1.127
63 H 5.352 -0.440 -3.010  O28 0.986
64 C -3.579 -4.468 2.259  C65 1.531, C70 1.524, H71 1.091, H72 1.094
65 C -5.046 -4.225 1.893  C64 1.531, C66 1.531, H73 1.094, H74 1.092
66 C -5.700 -3.500 3.072  C65 1.531, S67 1.792, H75 1.090, H76 1.091
67 S -4.392 -2.579 3.880  C66 1.792, O68 1.444, O69 1.443, C70 1.786
68 O -4.193 -3.127 5.201  S67 1.444
69 O -4.595 -1.168 3.656  S67 1.443
70 C -3.070 -3.147 2.824  C64 1.524, S67 1.786, H77 1.089, H78 1.092
71 H -2.993 -4.786 1.396  C64 1.091
72 H -3.513 -5.251 3.021  C64 1.094
73 H -5.098 -3.597 0.999  C65 1.094
74 H -5.566 -5.159 1.668  C65 1.092
75 H -6.475 -2.809 2.740  C66 1.090
76 H -6.114 -4.203 3.795  C66 1.091
77 H -2.152 -3.251 3.401  C70 1.089
78 H -2.934 -2.407 2.032  C70 1.092
79 C 6.528 -4.573 -6.436  C80 1.531, C85 1.524, H86 1.091, H87 1.094
80 C 7.527 -3.519 -6.919  C79 1.531, C81 1.531, H88 1.094, H89 1.092
81 C 6.732 -2.259 -7.271  C80 1.531, S82 1.795, H90 1.089, H91 1.091
82 S 5.265 -2.285 -6.236  C81 1.795, O83 1.445, O84 1.451, C85 1.787
83 O 4.106 -2.439 -7.085  S82 1.445
84 O 5.359 -1.234 -5.240  S82 1.451
85 C 5.608 -3.855 -5.455  C79 1.524, S82 1.787, H92 1.089, H93 1.091
86 H 7.029 -5.422 -5.967  C79 1.091
87 H 5.949 -4.949 -7.285  C79 1.094
88 H 8.236 -3.294 -6.116  C80 1.094
89 H 8.105 -3.872 -7.775  C80 1.092
90 H 7.300 -1.353 -7.066  C81 1.089
91 H 6.409 -2.268 -8.313  C81 1.091
92 H 4.677 -4.388 -5.270  C85 1.089
93 H 6.120 -3.653 -4.512  C85 1.091
94 C -9.735 0.066 -0.078  C95 1.531, C100 1.524, H101 1.091, H102 1.094
95 C -9.865 1.588 0.039  C94 1.531, C96 1.531, H103 1.094, H104 1.092
96 C -8.449 2.162 0.151  C95 1.531, S97 1.792, H105 1.089, H106 1.091
97 S -7.373 1.010 -0.700  C96 1.792, O98 1.438, O99 1.442, C100 1.786
98 O -6.489 0.411 0.263  S97 1.438
99 O -6.893 1.618 -1.916  S97 1.442
100 C -8.641 -0.178 -1.111  C94 1.524, S97 1.786, H107 1.089, H108 1.092
101 H -10.677 -0.399 -0.374  C94 1.091
102 H -9.439 -0.354 0.888  C94 1.094
103 H -10.352 1.981 -0.859  C95 1.094
104 H -10.476 1.877 0.896  C95 1.092
105 H -8.373 3.141 -0.320  C96 1.089
106 H -8.123 2.222 1.190  C96 1.091
107 H -8.232 -1.187 -1.073  C100 1.089
108 H -8.995 0.046 -2.119  C100 1.092

## Properties
Energy, eV: -104150.4027
Maximum force, eV Å⁻¹: 7.6
Multiplicity: 1
Total charge: -1
LUMO, eV: 1.645

Results of the Löwdin charge analysis, in e, for atoms 1 through 5: number 1, C, carries 0.029; number 2, C, carries 0.001; number 3, B, carries -0.913; number 4, C, carries -0.085; number 5, C, carries -0.192

---

> LUMO of number 1 (C19H15ClF2N2O3)?

0.707 eV